ORCA calculation (ωB97M-V/def2-TZVPD) on a single C4H5N3O2 molecule at a distorted geometry.

Values from the calculation:
HOMO-LUMO gap   8.9 eV
Energy relative to the best compared isomer or geometry (same formula, charge and spin)   172.4 kcal per mole
Molecular weight   127.10 g/mol
LUMO   -1.368 eV

XYZ file:
```
14
Properties=species:S:1:pos:R:3:nbo_charge:R:1
C -0.68059 -1.41154 -0.53944 -0.464
N -0.60604 -0.08874 0.11721 -0.361
C -0.92350 -0.10075 1.37616 0.236
N -0.27937 0.76046 2.18320 -0.422
C 0.62828 1.30032 1.17126 -0.029
C 0.48898 0.74187 -0.05668 0.122
N 1.25405 0.86037 -1.37183 0.484
O 0.73004 0.13695 -2.30284 -0.369
O 2.41352 1.51697 -1.41004 -0.348
H 0.19082 -2.20912 -0.38890 0.228
H -1.64500 -2.03219 -0.13231 0.217
H -0.76659 -1.00281 -1.64949 0.268
H -1.80204 -0.75752 1.51420 0.202
H 0.99745 2.28573 1.48949 0.236
```



ORCA calculation (ωB97M-V/def2-TZVPD) on 2 unconnected molecules or ions with the total composition C4H5N3O3 at a distorted geometry.

Values from the calculation:
HOMO-LUMO gap   8.6 eV
Energy relative to the best compared isomer or geometry (same formula, charge and spin)   129.8 kcal per mole
Molecular weight   143.10 g/mol
LUMO   0.605 eV

XYZ file:
```
15
Properties=species:S:1:pos:R:3:nbo_charge:R:1
H 0.17533 0.51366 1.65353 0.351
N 0.43271 -0.53001 1.42902 -0.706
C 0.12241 -1.01512 0.32813 0.251
N -0.64596 -0.43600 -0.60592 -0.312
C -1.12263 -0.67261 -1.86132 -0.076
C -1.67510 0.39467 -2.49480 0.017
O -1.71719 1.49697 -1.58271 -0.357
N -0.96321 1.21149 -0.47034 -0.137
H 0.47593 -2.09134 0.21778 0.193
H -1.10168 -1.65679 -2.17893 0.229
H -2.24116 0.72553 -3.28971 0.223
H 0.08073 1.50529 -0.64732 0.322
O 2.59323 -0.03116 4.27661 -0.525
C 2.72141 0.19718 3.16197 1.029
O 2.86517 0.38824 2.06401 -0.502
```



ORCA calculation (ωB97M-V/def2-TZVPD) on a single C4H5N3O4 molecule at a distorted geometry.

Values from the calculation:
HOMO-LUMO gap   9.4 eV
Energy relative to the best compared isomer or geometry (same formula, charge and spin)   42.6 kcal per mole
Molecular weight   159.10 g/mol
LUMO   0.295 eV

XYZ file:
```
16
Properties=species:S:1:pos:R:3:nbo_charge:R:1
O 1.41400 -1.40704 2.38252 -0.615
C 0.90481 -0.94486 1.38282 0.807
N 0.29179 -1.96149 0.45187 -0.692
C -0.68206 -1.58904 -0.47328 0.697
O -1.37773 -2.49832 -1.07876 -0.661
N -0.78037 -0.34564 -0.78022 -0.616
C 0.20616 0.73354 -0.25743 -0.019
C 0.13191 2.52373 -0.20401 0.858
O 1.04214 3.00351 0.35360 -0.537
O -0.80056 3.02730 -0.96870 -0.691
N 0.80956 0.28641 0.96459 -0.643
H 0.32206 -2.82320 0.95615 0.420
H -1.73458 -2.23076 -1.96223 0.520
H 0.86826 0.53203 -1.17482 0.199
H -1.64227 2.65527 -1.22074 0.539
H 1.02688 1.03858 1.62866 0.433
```



ORCA calculation (ωB97M-V/def2-TZVPD) on a molecular structure, C4H5N3S at a distorted geometry.

Values from the calculation:
HOMO-LUMO gap   9.6 eV
Energy relative to the best compared isomer or geometry (same formula, charge and spin)   53.2 kcal per mole
Molecular weight   127.17 g/mol
LUMO   0.916 eV

XYZ file:
```
13
Properties=species:S:1:pos:R:3:nbo_charge:R:1
C 0.79994 0.35185 -0.20030 0.164
C -1.22550 0.13411 -0.43594 0.373
C -2.52083 -0.18331 0.26005 -0.446
C -1.80220 -1.45968 0.71492 -0.202
H 3.01647 -0.05580 0.21462 0.147
H -2.79642 0.51506 1.06023 0.242
H -3.38694 -0.33596 -0.39608 0.229
H -1.51218 -1.47213 1.78161 0.216
H -2.24190 -2.40199 0.46853 0.205
N -0.33315 1.08200 -0.44789 -0.482
N -0.67984 -1.07073 -0.16555 -0.186
N 0.62085 -0.94710 0.10966 -0.316
S 2.38484 1.07774 -0.10218 0.057
```



ORCA calculation (ωB97M-V/def2-TZVPD) on a single C4H5N3S molecule at a distorted geometry.

Values from the calculation:
HOMO-LUMO gap   9.5 eV
Energy relative to the best compared isomer or geometry (same formula, charge and spin)   55.5 kcal per mole
Molecular weight   127.17 g/mol
LUMO   0.245 eV

XYZ file:
```
13
Properties=species:S:1:pos:R:3:nbo_charge:R:1
H 2.27021 -1.52524 -0.80226 0.348
N 2.49823 -0.49434 -0.40429 -0.637
C 1.38764 -0.03018 -0.03044 0.429
C -0.00775 -0.76895 -0.00740 -0.469
C -1.06598 0.27455 0.55722 -0.425
C -2.40226 -0.11512 -0.04138 0.249
N -3.54634 -0.15111 -0.38839 -0.286
S -0.46420 1.70802 -0.36959 0.410
N 1.14436 1.35143 0.33337 -0.739
H -0.39563 -0.92750 -1.01208 0.242
H -0.08594 -1.62836 0.56111 0.228
H -1.12860 0.31403 1.59738 0.254
H 1.79625 1.99275 0.00675 0.395
```



ORCA calculation (ωB97M-V/def2-TZVPD) on a single C4H5N3S molecule at a distorted geometry.

Values from the calculation:
HOMO-LUMO gap   8.8 eV
Energy relative to the best compared isomer or geometry (same formula, charge and spin)   30.0 kcal per mole
Molecular weight   127.17 g/mol
LUMO   -0.009 eV

XYZ file:
```
13
Properties=species:S:1:pos:R:3:nbo_charge:R:1
H -1.87830 -2.46495 -0.06366 0.341
N -2.20278 -1.49195 0.01754 -0.655
C -1.28170 -0.59814 -0.04068 0.399
C -1.55895 0.85380 -0.03875 -0.212
C -0.42977 1.52863 -0.04297 -0.203
C 0.70072 0.53908 -0.06987 0.371
N 1.92717 0.78447 -0.05462 -0.539
S 2.90976 -0.66970 -0.02624 0.103
N 0.07079 -0.69727 -0.18338 -0.636
H -2.57998 1.18868 0.13588 0.240
H -0.28836 2.58951 0.04876 0.237
H 4.06094 -0.00867 0.19878 0.138
H 0.55046 -1.55349 0.11921 0.416
```



ORCA calculation (ωB97M-V/def2-TZVPD) on a single C4H5N3S molecule at a distorted geometry.

Values from the calculation:
HOMO-LUMO gap   7.3 eV
Energy relative to the best compared isomer or geometry (same formula, charge and spin)   79.2 kcal per mole
Molecular weight   127.17 g/mol
LUMO   -1.155 eV

XYZ file:
```
13
Properties=species:S:1:pos:R:3:nbo_charge:R:1
C 0.83706 -1.44377 -1.03197 -0.451
N 0.44940 -0.32965 -0.20535 -0.206
N 1.38527 0.15215 0.76144 0.066
N 0.87905 0.89861 1.66272 -0.224
C -0.27195 1.46300 1.56527 -0.001
C -1.12615 1.09943 0.48117 -0.184
C -0.76787 0.13102 -0.45054 0.000
S -1.55277 -0.35674 -1.82052 -0.197
H 1.94823 -1.62711 -0.76570 0.222
H 0.30626 -2.41849 -0.79295 0.238
H 0.71107 -1.28207 -2.12857 0.256
H -0.61608 2.19908 2.40530 0.231
H -2.18152 1.51456 0.31969 0.251
```



ORCA calculation (ωB97M-V/def2-TZVPD) on a gas-phase ion, C4H5N4O2 (charge -1) at a distorted geometry.

Values from the calculation:
HOMO-LUMO gap   8.0 eV
Energy relative to the best compared isomer or geometry (same formula, charge and spin)   92.7 kcal per mole
Molecular weight   141.11 g/mol
Net charge   -1
LUMO   3.760 eV

XYZ file:
```
15
Properties=species:S:1:pos:R:3:nbo_charge:R:1
O 1.63114 -2.10419 1.00111 -0.530
N 0.48486 -2.39587 0.78580 0.586
O -0.03495 -3.54627 0.96258 -0.566
N -0.42482 -1.48453 0.40086 -0.471
C 0.15673 -0.17446 0.33381 -0.157
C 1.07708 0.08462 -0.87000 0.138
N 1.04759 1.15788 -1.61794 -0.325
N 0.19412 2.11612 -1.29211 -0.300
C -0.81640 1.97397 -0.52831 0.083
C -1.12378 0.82459 0.26410 -0.489
H 0.80795 0.01347 1.12161 0.202
H 1.87953 -0.65231 -1.07945 0.198
H -1.39834 2.84443 -0.53963 0.167
H -1.56294 1.06724 1.27153 0.222
H -1.91777 0.27531 -0.21396 0.243
```



ORCA calculation (ωB97M-V/def2-TZVPD) on 2 unconnected molecules or ions with the total composition C4H5N5O3 at a distorted geometry.

Values from the calculation:
HOMO-LUMO gap (spin up / spin down)   9.0 / 9.0 eV
Energy relative to the best compared isomer or geometry (same formula, charge and spin)   39.6 kcal per mole
Molecular weight   171.12 g/mol
LUMO (spin up / spin down)   -0.298 / -0.299 eV

XYZ file:
```
17
Properties=species:S:1:pos:R:3:nbo_charge:R:1
O -0.84946 -2.34112 0.76274 -0.388
N -1.23123 -1.36623 0.15723 0.585
O -2.64883 -1.33177 -0.06706 -0.572
N -0.65111 -0.43986 -0.34583 -0.293
C 0.66042 -0.24163 -0.32638 0.211
C 1.69836 -0.87275 0.27995 -0.312
C 2.85335 -0.02335 -0.02910 -0.052
N 2.45343 1.01823 -0.70266 -0.224
N 1.18431 0.84877 -1.04013 -0.333
H -3.01065 -0.68569 -0.71535 0.502
H 1.86465 -1.78741 0.76147 0.247
H 3.86708 -0.16764 0.23372 0.211
H 0.82565 1.50479 -1.70742 0.435
N -2.02734 1.41684 1.36037 -0.765
C -1.63563 1.72877 0.27864 0.855
O -1.34282 2.28827 -0.70369 -0.540
H -2.01018 0.45178 1.80349 0.433
```



ORCA calculation (ωB97M-V/def2-TZVPD) on 2 unconnected molecules or ions with the total composition C4H5N6 at a distorted geometry.

Values from the calculation:
HOMO-LUMO gap   8.6 eV
Energy relative to the best compared isomer or geometry (same formula, charge and spin)   95.1 kcal per mole
Molecular weight   137.13 g/mol
Net charge   -1
LUMO   3.980 eV

XYZ file:
```
15
Properties=species:S:1:pos:R:3:nbo_charge:R:1
C -0.61745 1.89250 -0.53818 -0.520
C -0.14770 1.29092 0.51997 0.123
C 0.34749 -1.29824 -0.22427 0.213
C 0.20875 0.87303 1.66552 -0.493
N 2.24800 -1.19167 -1.18095 -0.152
N 1.74539 -1.49182 -0.04565 -0.307
N 0.15665 -0.89052 -1.51076 -0.342
N 1.33448 -0.82490 -2.05176 -0.173
N -1.80772 -1.42491 0.61410 -0.352
N -0.60205 -1.32945 0.75058 -0.135
H -0.50448 2.89111 -0.51889 0.192
H -0.47334 0.79045 2.56391 0.221
H 1.22490 0.60037 1.87529 0.232
H -0.78340 1.46726 -1.52353 0.242
H -2.32950 -1.35414 -0.39539 0.252
```



ORCA calculation (ωB97M-V/def2-TZVPD) on 2 unconnected molecules or ions with the total composition C4H5NO at a distorted geometry.

Values from the calculation:
HOMO-LUMO gap   9.0 eV
Energy relative to the best compared isomer or geometry (same formula, charge and spin)   100.4 kcal per mole
Molecular weight   83.09 g/mol
LUMO   0.128 eV

XYZ file:
```
11
Properties=species:S:1:pos:R:3:nbo_charge:R:1
C -1.73133 -0.16762 -0.00220 -0.718
C -0.38609 0.22623 0.45860 0.099
C 0.55898 1.13175 0.20911 0.219
O 1.73056 1.39875 -0.01327 -0.617
C 2.10510 -1.15606 -0.30758 0.158
N 1.04265 -1.58230 -0.14931 -0.374
H -1.65884 -1.24631 -0.18842 0.286
H -2.06820 0.31380 -0.92871 0.218
H -2.48661 -0.04406 0.78380 0.240
H -0.20859 1.91758 0.59662 0.236
H 3.10238 -0.79176 -0.45862 0.254
```



ORCA calculation (ωB97M-V/def2-TZVPD) on a molecular structure, C4H5NO.

Values from the calculation:
HOMO-LUMO gap (spin up / spin down)   7.7 / 6.9 eV
Energy relative to the best compared isomer or geometry (same formula, charge and spin)   114.1 kcal per mole
Molecular weight   83.09 g/mol
LUMO (spin up / spin down)   -0.813 / -1.105 eV

XYZ file:
```
11
Properties=species:S:1:pos:R:3:nbo_charge:R:1
N 1.76887 0.16912 -1.73320 -0.424
C 0.89557 -0.01933 -0.94885 0.349
C 0.61881 -0.96214 0.34492 -0.576
C -0.71435 -0.44558 0.55771 0.099
C -0.73837 1.00896 0.43418 -0.150
O -0.46389 0.68461 -0.95226 -0.457
H 1.35378 -0.67455 1.10124 0.255
H 0.68762 -2.02166 0.10112 0.251
H -1.62853 -1.01408 0.41911 0.228
H -1.70166 1.50989 0.50411 0.223
H 0.07568 1.56785 0.90312 0.202
```